The following is a quantum chemistry calculation of C37H28Cl5NO3P2PdS as an isolated structure, from the Open Molecules 2025 dataset.

## Properties
Multiplicity: 1
DFT total energy: -5217.0893 Eh
Net charge: -2
Energy above the lowest of the compared OMol25 structures with the same formula, charge and spin: 0.0 kcal per mole
Kohn-Sham gap: 0.250 hartree

Structure (XYZ):
```
78
Properties=species:S:1:pos:R:3:forces:R:3:lowdin_charge:R:1
H 2.398 -2.238 -3.425 0.0 0.0 0.0 0.11
C 0.891 1.067 -2.147 0.1 0.0 0.0 -0.13
H 1.776 2.381 4.311 0.0 0.0 0.0 0.10
H 0.788 -2.253 -1.568 0.0 -0.1 0.0 0.04
C 1.304 1.913 3.455 0.0 0.0 0.1 -0.10
H 3.617 -3.829 -0.390 0.0 0.0 -0.1 0.11
C 3.801 -1.707 -0.342 0.0 0.0 -0.2 -0.32
H 5.577 -4.099 -1.984 -0.1 -0.1 0.1 0.11
H -4.211 0.389 4.591 0.0 0.0 0.0 0.10
P -0.695 -0.252 -0.134 -0.3 0.8 -0.4 1.02
C -1.636 -4.539 2.033 0.0 0.1 0.0 -0.71
H 4.173 0.396 -0.488 0.0 0.0 0.0 0.11
C 5.249 -3.130 -1.630 -0.1 0.1 0.0 -0.06
C -2.977 3.251 3.272 0.0 0.1 0.0 -0.09
C -0.571 -3.758 0.029 0.1 0.2 0.5 -0.24
C -0.807 -3.690 1.361 0.1 -0.1 -0.5 -0.32
C -2.066 -5.603 -0.107 0.0 0.0 0.0 -0.71
H 0.152 0.553 4.641 0.0 -0.1 0.0 0.10
Cl 1.671 -2.305 3.317 0.0 0.1 0.2 -0.15
H -5.561 6.086 -2.289 0.0 0.0 0.0 0.09
C -3.470 1.658 1.534 0.1 -0.2 -0.1 -0.41
H 2.976 -2.075 1.458 0.1 0.2 0.1 -0.03
Cl -3.316 -6.677 2.042 -0.1 0.0 0.1 0.61
C -1.772 1.178 -0.795 -0.4 -0.3 0.5 -0.56
H 2.632 -0.591 0.870 0.1 0.0 0.1 0.06
H -1.323 2.155 -0.601 0.0 0.0 -0.1 0.04
C -3.562 3.362 -2.023 0.0 0.0 0.0 -0.10
Cl -2.849 -6.847 -1.026 0.0 0.0 0.0 0.61
C 1.077 -1.314 -2.015 -0.1 0.1 -0.1 -0.12
C -1.205 -4.689 -0.742 0.1 0.1 0.1 -0.72
C -3.890 1.105 3.845 0.1 -0.1 0.1 -0.09
C 0.394 0.888 3.642 0.0 0.0 0.1 -0.12
H -6.627 4.987 -0.345 0.0 0.0 0.0 0.10
C 2.357 -0.108 -3.653 0.0 -0.1 0.0 -0.09
C -5.253 3.344 -0.328 0.0 0.0 0.0 -0.12
Cl -1.909 -4.423 3.745 0.0 0.0 0.1 0.61
C -5.168 5.151 -1.909 0.0 0.0 -0.1 -0.11
H -3.394 2.619 5.278 0.0 0.0 0.0 0.10
H -0.841 -0.587 2.689 0.0 0.0 0.1 0.08
H -5.722 2.865 0.524 0.0 0.0 0.0 0.10
O 7.179 -3.392 -3.899 0.0 0.1 0.1 -0.39
O 8.440 -2.552 -1.976 -0.1 0.0 -0.2 -0.38
C 1.639 2.309 2.170 0.0 0.1 -0.1 -0.10
S 7.459 -2.262 -3.018 0.1 0.0 0.0 0.40
C 4.478 -0.592 -0.820 0.0 0.0 0.1 -0.04
H 2.371 3.094 2.019 0.0 0.0 0.0 0.10
C -0.169 0.248 2.548 -0.2 0.2 -0.1 -0.19
H 3.076 -0.095 -4.463 0.0 0.0 0.0 0.11
C -4.127 2.753 -0.906 -0.1 -0.2 -0.1 -0.40
P -3.544 1.138 -0.230 0.3 0.1 -0.1 1.01
C 1.979 -1.305 -3.069 0.0 0.0 -0.1 -0.07
H 1.337 2.004 0.080 0.0 0.0 0.1 0.08
C -2.277 -5.529 1.268 0.0 0.0 0.0 -0.71
O 7.701 -1.003 -3.718 -0.1 -0.1 0.1 -0.39
Cl -0.952 -4.793 -2.465 0.1 0.0 -0.1 0.60
C 4.175 -2.979 -0.767 -0.1 0.1 0.1 -0.03
H -2.598 4.220 3.573 0.0 0.0 0.0 0.10
H -4.259 -0.219 2.194 0.0 0.0 0.0 0.10
C -3.425 2.350 4.230 0.0 0.0 0.1 -0.10
H -2.665 3.622 1.188 0.0 0.0 0.0 0.11
H 6.104 0.103 -2.070 0.0 0.0 0.0 0.11
C -3.911 0.761 2.501 0.0 0.0 -0.1 -0.11
C 0.134 0.655 1.252 0.0 0.0 -0.2 -0.40
C -5.764 4.534 -0.817 0.0 0.0 0.0 -0.10
H -2.710 2.909 -2.514 0.0 0.0 0.0 0.09
C 5.551 -0.746 -1.687 -0.1 0.0 -0.1 -0.06
Pd 0.674 -2.445 1.110 0.0 -1.3 0.1 0.50
C 1.047 1.696 1.077 0.1 0.0 0.0 -0.11
H -3.611 5.024 -3.376 0.0 0.0 0.0 0.10
H 0.466 2.009 -1.823 0.0 0.0 0.0 0.08
C 0.527 -0.128 -1.523 0.1 -0.2 0.0 -0.38
C 1.806 1.077 -3.190 -0.1 0.1 0.0 -0.09
H -1.828 0.993 -1.871 0.1 0.1 0.0 0.03
H 2.085 2.020 -3.646 0.0 0.0 0.0 0.09
C 5.939 -2.013 -2.080 0.4 -0.1 -0.2 -0.27
N 2.743 -1.564 0.606 -0.1 0.0 0.1 0.00
C -3.003 2.910 1.931 0.1 0.0 0.1 -0.10
C -4.074 4.555 -2.516 0.0 0.1 0.0 -0.10
```
Positions in Å, forces in eV/Å.